13
Properties=species:S:1:pos:R:3:forces:R:3 method="wB97M-V/def2-TZVPD" largest_force_ev_per_a=1.11 gap_ev=11.74 homo_ha=-0.396 total_charge=0 de_lowest_kcal_mol=79.86 lumo_ev=1.0
N -0.8999 1.0541 -2.0161 0.05 0.83 0.74
C -0.8180 1.9371 -1.2182 -0.20 -0.64 -0.88
C 0.1404 0.6592 -0.5153 0.35 -0.24 0.20
C -0.2641 0.5077 0.9533 -0.10 0.13 0.09
C 0.3682 -0.9020 0.9061 0.06 -0.13 0.13
C 0.1640 -0.8781 -0.6262 -0.01 -0.10 -0.15
H 1.1387 1.0766 -0.6433 -0.18 -0.02 0.00
H 0.1205 1.2628 1.6439 -0.06 -0.12 -0.11
H -1.3515 0.4450 1.0468 0.15 0.00 -0.02
H 1.4275 -0.8842 1.1803 -0.16 0.00 -0.05
H -0.1345 -1.6937 1.4674 0.09 0.13 -0.10
H -0.8169 -1.2731 -0.8994 0.13 0.08 0.05
H 0.9255 -1.3114 -1.2792 -0.13 0.08 0.11

=====

7
Properties=species:S:1:pos:R:3:forces:R:3 method="wB97M-V/def2-TZVPD" largest_force_ev_per_a=2.54 gap_ev="8.88 / 8.88" homo_ha="-0.392 / -0.392" total_charge=0 de_lowest_kcal_mol=69.90 lumo_ev="-1.8 / -1.8"
O -0.2098 -0.9926 -1.1956 1.50 1.77 1.04
C -0.8335 -0.6810 -0.1393 0.10 0.38 0.45
N -0.4252 0.2153 0.7243 0.00 0.31 0.43
C 0.7733 0.7359 0.2771 -0.69 -0.75 -0.38
N 1.2894 0.3227 -0.8109 -1.29 -0.81 0.10
H -1.7839 -1.1100 0.1927 0.08 -0.47 -0.75
H 1.1897 1.5097 0.9516 0.30 -0.43 -0.89

=====

72
Properties=species:S:1:pos:R:3:forces:R:3 method="wB97M-V/def2-TZVPD" largest_force_ev_per_a=2.61 gap_ev=8.28 homo_ha=-0.295 total_charge=0 lumo_ev=0.3
O 1.8006 -2.8680 -5.5334 -0.34 -0.05 -0.75
C 2.4153 -2.9133 -4.4803 -2.29 -0.27 -1.23
N 3.7025 -2.4596 -4.4420 1.28 -0.11 1.94
C 4.4119 -2.4670 -3.2464 -1.54 -0.85 1.46
N 3.8823 -2.8802 -2.1152 0.89 0.52 -0.95
C 2.5682 -3.3386 -2.1163 -0.02 -0.04 0.75
C 1.7363 -3.8346 -1.0307 0.72 -0.17 -0.04
C 2.1562 -3.9500 0.4121 -0.31 0.85 -0.05
N 1.9913 -2.6707 1.1360 0.47 -0.15 0.88
C 2.4343 -1.4128 0.5202 -0.62 -0.56 0.02
C 2.2586 -0.4133 1.6532 0.56 -0.73 -0.45
O 3.4295 -0.4477 2.4826 -0.10 0.10 0.05
C 1.0392 -0.9248 2.4354 0.41 -0.03 0.86
O 1.2769 -0.7807 3.8392 -0.23 0.14 -0.31
C 0.8471 -2.4036 2.0370 -0.05 -0.46 -0.97
C -0.5416 -2.5904 1.3916 -0.29 0.03 0.18
O -0.9306 -3.9714 1.3170 0.06 -0.13 -0.08
C 0.5236 -4.1904 -1.5705 1.20 0.67 -0.67
N 0.5706 -3.9056 -2.9316 -0.34 0.00 -0.68
C 1.8160 -3.3828 -3.2549 0.21 -0.14 0.44
H 4.1306 -2.1735 -5.3119 -0.22 -0.02 0.06
H 5.4401 -2.1173 -3.2401 -0.17 -0.02 -0.20
H 3.2085 -4.2498 0.4457 -0.02 0.10 0.01
H 1.5787 -4.7363 0.9085 0.02 0.29 0.03
H 1.7971 -1.1505 -0.3285 -0.01 0.17 -0.22
H 3.4732 -1.4560 0.1769 -0.17 -0.08 0.05
H 2.0970 0.5998 1.2743 0.40 -0.03 0.33
H 3.6389 -1.3880 2.6495 -0.20 0.43 -0.29
H 0.1614 -0.3378 2.1560 -0.09 -0.03 0.09
H 2.1882 -0.4393 3.9414 -0.46 -0.19 -0.20
H 0.9061 -3.0407 2.9259 -0.03 0.08 -0.07
H -1.2855 -2.0600 1.9952 0.08 0.11 0.04
H -0.5437 -2.1474 0.3910 0.05 0.08 -0.08
H -1.8854 -4.0400 1.1495 0.55 0.25 0.14
H -0.3119 -4.6062 -1.0160 0.01 0.12 -0.52
H -0.1833 -4.0576 -3.6035 0.59 0.13 0.44
C -1.0134 6.0692 2.0440 -0.25 -0.33 -0.04
N -1.4125 5.2076 3.1572 0.70 1.01 -0.77
C -2.0272 4.0149 3.1719 -0.30 -0.56 0.65
O -2.3435 3.5720 4.2694 -0.20 -0.64 -0.42
C -2.3703 3.1812 1.9069 -0.07 0.20 -0.59
C -1.8790 1.7294 2.0306 0.34 -0.27 0.18
C -2.1879 0.8366 0.8583 0.51 0.41 -0.68
C -3.3495 0.1687 0.6776 0.27 0.08 -0.11
N -3.3132 -0.5225 -0.5178 -1.01 -0.76 -0.26
C -2.1165 -0.3366 -1.1737 0.37 0.82 0.82
C -1.6046 -0.8283 -2.3836 0.48 0.30 0.11
C -0.3202 -0.4315 -2.7916 -0.79 0.11 0.77
C 0.4248 0.4549 -1.9934 -0.75 0.12 0.80
C -0.0974 0.9371 -0.7760 -0.19 -0.43 -0.55
C -1.3798 0.5487 -0.3289 0.57 -0.07 -0.46
N -1.9346 3.6919 0.6000 0.64 -0.53 1.38
C -2.7168 4.3582 -0.2465 -1.32 0.81 -0.92
C -2.1536 4.5984 -1.6270 -0.05 -0.20 0.07
O -3.8331 4.7651 0.0427 0.12 -0.13 0.34
H -0.5841 6.9941 2.4326 -0.07 -0.19 0.10
H -0.2650 5.5721 1.4253 -0.03 0.19 -0.04
H -1.8869 6.3258 1.4402 0.16 0.05 -0.08
H -1.2714 5.5792 4.0845 -0.14 -0.16 -0.02
H -3.4603 3.1374 1.8946 -0.03 0.28 -0.12
H -2.3180 1.2825 2.9239 0.16 0.21 0.09
H -0.7985 1.7480 2.1760 0.18 -0.05 0.18
H -4.1845 0.1948 1.3684 -0.10 -0.34 -0.42
H -4.0932 -1.0555 -0.8745 0.24 0.11 0.06
H -2.1913 -1.4964 -2.9950 -0.07 -0.10 -0.10
H 0.0936 -0.7993 -3.7222 -0.06 -0.03 0.02
H 1.4125 0.7576 -2.3149 0.01 0.03 0.05
H 0.4939 1.6029 -0.1668 0.22 0.14 0.08
H -1.0408 3.3831 0.2596 0.04 -0.13 -0.04
H -1.3463 5.3247 -1.5666 0.16 0.04 -0.12
H -1.7820 3.6590 -2.0346 0.19 0.02 -0.12
H -2.9472 4.9809 -2.2676 0.11 0.01 0.13

=====

94
Properties=species:S:1:pos:R:3:forces:R:3 method="wB97M-V/def2-TZVPD" largest_force_ev_per_a=1.99 gap_ev=6.35 homo_ha=-0.179 total_charge=-1 de_lowest_kcal_mol=90.00 lumo_ev=1.5
Sc -0.5289 -0.2631 0.4566 -0.97 0.34 0.24
C -2.2848 2.6449 -2.4268 -0.01 0.06 -0.02
C -1.7184 1.3440 -1.9442 0.14 -0.28 -0.51
O -0.9452 1.3512 -0.9819 -0.05 0.18 -0.15
C -1.9962 0.1179 -2.7288 -0.15 0.39 0.13
C -2.7744 0.1732 -3.8900 -0.03 -0.05 -0.10
C -2.9436 -0.9375 -4.6909 0.00 0.04 0.04
C -2.3265 -2.1379 -4.3329 0.03 0.00 0.06
C -1.5752 -2.2228 -3.1793 -0.22 -0.12 -0.16
C -1.4272 -1.1057 -2.3573 0.43 -0.11 0.37
O -0.6741 -1.2259 -1.2653 -0.41 -0.11 -0.51
H -1.8244 3.4593 -1.8794 -0.01 -0.01 0.00
H -3.3670 2.6540 -2.2585 0.02 0.00 0.00
H -2.0927 2.7763 -3.4917 -0.03 -0.01 0.01
H -3.2481 1.1037 -4.1715 0.00 -0.01 0.00
H -3.5368 -0.8721 -5.5934 -0.01 -0.01 0.01
H -2.4309 -3.0094 -4.9679 -0.02 0.00 0.01
H -1.0897 -3.1398 -2.8743 0.00 0.00 0.00
O 2.2287 -1.8635 2.4762 -0.02 0.28 -0.45
Cl 2.1160 -1.3245 1.1604 -0.24 -0.49 -0.04
O 3.3927 -1.1113 0.5642 -0.42 0.03 0.18
O 1.3788 0.0101 1.2384 0.81 -0.48 0.35
O 1.2360 -2.1385 0.3161 0.66 0.55 0.75
F -2.1706 -2.5313 0.5118 -0.09 0.06 0.24
B -2.0483 -2.4651 1.9157 -0.15 -0.02 -0.16
F -0.8840 -1.5092 2.0745 -0.04 -0.15 0.27
F -3.1486 -1.8702 2.4842 0.12 -0.08 0.04
F -1.6967 -3.6615 2.4731 0.00 0.11 0.01
C 4.0744 4.0067 1.5429 0.02 0.02 0.02
C 4.6005 2.9377 0.8369 0.01 -0.05 -0.01
C 3.7615 2.2154 -0.0010 -0.09 0.01 0.02
N 2.4754 2.5103 -0.1789 0.08 0.21 0.10
C 1.9830 3.5396 0.5079 0.03 -0.08 -0.07
C 2.7325 4.3114 1.3840 -0.01 0.03 -0.02
H 4.6999 4.5939 2.2045 -0.01 -0.02 0.01
H 5.6421 2.6588 0.9303 -0.02 -0.01 0.01
H 4.1352 1.3589 -0.5514 0.00 0.01 0.00
H 0.9341 3.7574 0.3451 0.00 -0.02 0.03
H 2.2719 5.1335 1.9171 -0.01 -0.02 0.00
I 1.4842 -0.1802 -2.0842 1.01 -0.01 -1.71
I 3.4505 0.8716 -3.6655 -0.11 -0.01 0.31
C -2.7041 -1.9132 7.3314 0.00 0.00 -0.06
C -2.3326 -0.9439 6.2406 -0.03 0.03 0.05
C -1.0157 -0.7428 5.8706 0.03 -0.02 -0.05
C -0.6662 0.1511 4.8598 0.06 0.08 0.10
C 0.8068 0.3532 4.5933 -0.05 -0.10 0.02
C -1.6678 0.8459 4.1699 0.14 0.03 0.14
As -1.0381 1.9098 2.6283 -0.51 -0.45 0.09
N -2.0211 1.0332 1.3048 -0.29 -0.01 0.00
C -3.2474 1.2623 0.7085 0.35 0.14 0.37
C -3.7275 0.3256 -0.2242 -0.21 -0.28 0.16
C -4.9222 0.5058 -0.9074 0.10 0.04 -0.01
C -5.6878 1.6465 -0.7143 0.04 -0.02 0.03
C -5.2432 2.5798 0.2203 0.06 -0.02 -0.02
C -4.0602 2.3961 0.9137 -0.09 0.03 -0.02
C -1.6864 3.7409 3.0093 0.09 0.36 0.07
C -1.7166 4.2630 4.3236 -0.08 0.00 -0.07
C -1.3555 3.4978 5.5759 0.00 0.01 -0.09
C -2.0662 5.5976 4.5179 0.00 0.01 0.00
C -2.3368 6.4637 3.4704 0.00 0.06 0.05
C -2.6983 7.9055 3.7154 0.01 -0.04 -0.07
C -2.2040 5.9666 2.1877 -0.01 0.01 -0.05
C -1.8669 4.6385 1.9434 0.03 0.05 0.02
C -1.6864 4.2592 0.4967 0.08 0.02 0.08
C -3.0048 0.6753 4.5567 -0.02 0.03 0.05
C -4.1479 1.4240 3.9325 0.03 -0.09 -0.04
C -3.3091 -0.2043 5.5865 0.00 -0.06 0.01
H -1.8159 -2.3352 7.8018 -0.01 0.00 0.00
H -3.2970 -2.7372 6.9286 0.01 0.00 0.00
H -3.3016 -1.4241 8.1036 0.00 -0.01 0.00
H -0.2286 -1.2975 6.3720 -0.01 0.04 0.02
H 1.3923 -0.0389 5.4259 -0.02 0.02 0.01
H 1.0671 1.4031 4.4582 0.02 0.02 0.00
H 1.1237 -0.1778 3.6997 0.00 0.03 -0.05
H -3.2059 -0.6191 -0.3356 0.00 0.01 -0.03
H -5.2495 -0.2654 -1.5957 0.01 0.01 -0.01
H -6.6218 1.7887 -1.2426 0.01 0.01 -0.01
H -5.8342 3.4678 0.4177 0.01 0.00 0.01
H -3.7667 3.1265 1.6511 -0.02 0.01 -0.02
H -0.4547 2.9017 5.4445 0.03 -0.05 0.00
H -2.1460 2.8195 5.8914 -0.02 -0.06 0.00
H -1.1723 4.2059 6.3853 0.00 -0.02 -0.02
H -2.1076 5.9751 5.5355 0.00 -0.01 -0.02
H -2.9550 8.0756 4.7607 0.00 0.01 0.00
H -3.5484 8.2059 3.1004 0.00 -0.01 0.02
H -1.8658 8.5650 3.4591 0.00 0.00 0.03
H -2.3475 6.6297 1.3382 -0.02 -0.03 0.01
H -2.6222 4.3812 -0.0487 0.00 0.01 0.01
H -1.3598 3.2306 0.3608 -0.02 0.02 -0.03
H -0.9461 4.9191 0.0356 -0.01 -0.01 0.00
H -3.8934 2.4649 3.7360 0.00 0.01 -0.01
H -5.0167 1.4023 4.5919 0.01 0.01 0.00
H -4.4355 0.9635 2.9881 0.01 0.00 0.00
H -4.3494 -0.3251 5.8754 0.02 0.00 0.00